102
Properties=species:S:1:pos:R:3:forces:R:3 method="wB97M-V/def2-TZVPD" energy_ev=-126086.073 max_force_ev_per_a=1.4 homo_lumo_gap_ev=8.83 charge=0 lumo_energy_ev=0.57
C 0.65011 0.80630 -0.70747 0.03 -0.05 0.44
C -0.11716 1.40341 -1.83429 -0.05 0.55 -0.17
N -0.03156 0.81518 -2.95174 -0.17 -0.47 -0.59
C -0.92635 2.67999 -1.69022 -0.27 -0.81 0.88
B -1.62843 2.95398 -0.30968 0.12 0.22 0.39
C -2.76714 4.02304 -0.13947 0.19 -0.66 -0.76
C -3.94972 3.66907 -1.06084 0.41 0.64 1.20
O -4.75028 2.62503 -0.50275 0.23 -0.39 -0.74
Si -5.05968 1.31328 -1.48232 -0.82 -0.48 0.32
C -5.35683 1.75263 -3.28273 0.67 0.22 0.41
C -3.73799 -0.01232 -1.34674 -0.28 0.56 0.34
C -6.65713 0.54334 -0.82155 0.82 0.66 -0.54
H 1.71303 0.86579 -0.89818 0.38 0.07 -0.22
H 0.46611 1.27893 0.24513 -0.09 0.16 0.20
H 0.42375 -0.25194 -0.61527 -0.04 -0.06 0.02
H -0.57472 1.31574 -3.65676 -0.04 0.01 -0.02
H -1.64171 2.68760 -2.49997 -0.18 0.25 -0.37
H -0.28703 3.53524 -1.89625 0.27 0.33 -0.01
H -1.25107 2.35503 0.65477 -0.02 -0.03 0.03
H -3.09219 4.18018 0.87921 -0.19 0.00 0.25
H -2.39833 4.97529 -0.52009 0.11 0.26 -0.03
H -3.52149 3.42861 -2.02595 -0.27 -0.08 -0.43
H -4.57163 4.54999 -1.13420 -0.29 0.25 -0.33
H -4.51141 2.28206 -3.70773 0.26 0.21 -0.11
H -5.41252 0.82093 -3.82750 -0.31 -0.33 -0.23
H -6.23390 2.36236 -3.45107 -0.34 0.02 -0.01
H -3.90136 -0.78964 -2.07643 0.09 -0.23 -0.46
H -3.86290 -0.47745 -0.37620 0.04 -0.10 0.37
H -2.72429 0.36409 -1.39283 0.32 -0.02 -0.24
H -7.16224 0.06255 -1.65091 -0.15 -0.38 -0.04
H -7.29608 1.34320 -0.47213 -0.24 0.11 0.29
H -6.41821 -0.15139 -0.03055 -0.24 -0.26 0.27
C -5.65734 6.97673 1.66299 0.00 0.02 0.11
S -5.23912 7.52665 0.00420 -0.20 -0.05 -0.08
O -3.82538 7.14855 -0.23711 0.12 0.05 0.03
C -5.26998 9.28769 0.36468 0.03 0.08 0.09
H -5.64853 5.88848 1.66365 0.01 -0.01 -0.06
H -4.91775 7.35197 2.37053 0.03 0.01 -0.04
H -6.65331 7.33522 1.92327 -0.01 -0.01 -0.02
H -4.55656 9.51207 1.15777 0.02 -0.04 -0.01
H -6.27744 9.57797 0.66272 -0.01 -0.02 -0.02
H -4.99022 9.81845 -0.54256 0.01 -0.05 -0.03
C 1.13323 -4.65436 -1.25939 0.04 -0.10 0.02
S 0.26079 -3.09398 -1.44257 0.09 -0.04 -0.09
O 0.47533 -2.33925 -0.17810 -0.07 -0.11 0.12
C -1.38945 -3.79643 -1.35702 -0.07 -0.11 0.04
H 2.19966 -4.43953 -1.23929 0.00 0.05 0.01
H 0.83769 -5.13292 -0.32555 -0.02 0.06 0.01
H 0.90386 -5.29706 -2.10947 0.01 0.02 -0.02
H -1.50972 -4.33715 -0.41776 0.05 0.03 0.01
H -1.54147 -4.46394 -2.20544 0.01 0.02 -0.01
H -2.10025 -2.97701 -1.40331 -0.02 0.11 -0.02
C 3.12276 -3.39205 3.73394 -0.09 0.12 -0.04
S 3.35869 -2.81774 2.04793 -0.09 -0.12 -0.06
O 4.81129 -2.94362 1.74314 0.04 0.07 0.05
C 3.03744 -1.08235 2.38412 -0.02 0.09 0.04
H 3.31390 -4.45941 3.76377 0.07 -0.03 0.00
H 3.82196 -2.88426 4.39628 0.05 0.00 -0.03
H 2.09400 -3.19521 4.03871 0.00 0.00 -0.03
H 3.73958 -0.72088 3.13626 0.03 -0.06 -0.01
H 2.01004 -0.96702 2.72853 -0.02 -0.02 -0.04
H 3.17248 -0.53116 1.45603 -0.01 -0.05 -0.04
C 2.80829 1.70764 -3.96070 0.12 -0.13 -0.15
S 2.29579 3.15199 -4.89456 0.00 -0.04 0.28
O 2.08934 2.71902 -6.30597 0.00 0.00 -0.06
C 3.87864 4.00056 -4.82682 0.09 0.04 -0.06
H 1.96516 1.01969 -3.91416 0.01 0.07 0.04
H 3.65243 1.23227 -4.46126 0.04 0.09 -0.04
H 3.08240 2.01194 -2.95045 -0.03 0.03 0.01
H 4.65036 3.37041 -5.26886 -0.04 -0.03 -0.01
H 4.11947 4.22938 -3.78894 -0.03 0.00 0.01
H 3.78881 4.92500 -5.39333 -0.04 0.00 -0.01
C 5.33066 -6.17680 8.11460 0.07 -0.05 0.06
S 4.51047 -4.83686 7.25084 0.02 -0.01 0.09
O 4.32497 -5.28681 5.84280 0.01 -0.11 0.05
C 5.91297 -3.71327 7.26168 0.08 0.04 -0.03
H 4.63720 -7.01292 8.16634 0.00 -0.01 -0.02
H 6.22018 -6.48220 7.56456 -0.04 -0.02 -0.04
H 5.59266 -5.86098 9.12465 -0.03 0.05 0.00
H 6.76174 -4.18444 6.76637 -0.04 -0.04 -0.02
H 6.16251 -3.45894 8.29164 -0.03 0.00 0.01
H 5.62706 -2.81258 6.72242 -0.04 -0.01 -0.01
C -1.21642 3.62552 -6.56077 -0.02 -0.09 0.01
S -1.60729 4.99581 -5.46880 0.20 0.03 -0.26
O -1.66949 4.44060 -4.08946 -0.21 -0.08 0.04
C -3.29353 5.22382 -6.04960 -0.13 -0.03 0.09
H -0.20470 3.28744 -6.34202 0.07 0.05 -0.04
H -1.92171 2.81122 -6.38817 -0.05 0.05 0.04
H -1.26996 3.96211 -7.59607 0.02 0.02 0.00
H -3.85660 4.30036 -5.91066 0.03 -0.02 0.02
H -3.27596 5.50608 -7.10199 0.04 0.01 0.00
H -3.74574 6.02194 -5.46427 0.03 0.01 0.03
C 6.29838 -10.29713 4.36226 -0.01 -0.11 -0.02
S 5.78443 -8.87116 5.32921 0.04 0.11 -0.10
O 6.17565 -9.14324 6.73989 -0.05 -0.04 0.05
C 4.02083 -9.18411 5.20217 -0.10 -0.05 0.02
H 7.38582 -10.31731 4.35050 0.01 0.05 0.02
H 5.91816 -11.20946 4.82214 -0.01 0.03 0.04
H 5.92371 -10.19626 3.34381 0.01 0.03 0.00
H 3.79452 -10.17353 5.60057 0.06 0.00 0.02
H 3.71619 -9.11139 4.15846 0.01 0.04 0.00
H 3.50667 -8.42188 5.78378 0.05 0.06 -0.02